Computed, not measured: C11H17N10O2SV as an isolated structure, with wB97M-V/def2-TZVPD.

The geometry in XYZ format:
```
42
Properties=species:S:1:pos:R:3:forces:R:3
V 0.5331 0.8502 -0.0755 0.46 -0.56 -0.05
N -1.5708 3.8354 2.0051 0.08 -0.02 -0.07
C -1.1392 2.9806 1.0737 -0.17 0.19 0.20
S 0.6350 2.9594 0.7971 -0.31 -0.17 -0.05
N -2.0193 2.2526 0.4301 0.46 -0.38 -0.23
N -1.3368 1.4799 -0.4816 -0.17 0.36 0.16
C -1.8211 1.1483 -1.6105 0.18 -0.02 -0.45
C -0.7980 0.7828 -2.6309 -0.25 0.22 0.35
C -1.1116 0.5071 -3.9421 -0.04 -0.07 -0.15
C -0.0805 0.4075 -4.8729 -0.09 -0.02 -0.01
C 1.2250 0.5931 -4.4611 0.06 0.02 0.06
C 1.4659 0.8427 -3.1176 0.00 -0.08 0.01
N 0.4871 0.9352 -2.2218 -0.23 -0.02 0.10
H -0.9408 4.5081 2.4059 -0.01 0.00 0.03
H -2.5633 3.9709 2.1192 -0.01 0.01 0.00
H -2.8625 1.3143 -1.8684 0.03 0.07 -0.06
H -2.1440 0.3939 -4.2439 0.00 0.02 0.02
H -0.3053 0.2040 -5.9114 0.00 0.01 0.01
H 2.0493 0.5553 -5.1586 0.00 -0.01 0.01
H 2.4748 0.9781 -2.7486 0.02 0.01 -0.02
C 0.7049 -3.6439 -1.9517 0.13 0.07 0.05
O 1.8508 -2.9436 -1.3848 -0.06 -0.07 0.02
C 1.6333 -1.7812 -0.8434 -0.01 -0.02 0.09
O 0.5323 -1.2331 -0.7388 0.01 0.16 -0.02
N 2.7706 -1.1925 -0.3949 -0.08 0.09 -0.08
N 2.6269 0.0226 0.2986 0.02 0.16 -0.13
H 1.0527 -4.6569 -2.1114 -0.01 -0.01 -0.02
H 0.4417 -3.1700 -2.8935 -0.05 -0.02 0.00
H -0.1244 -3.6166 -1.2524 -0.02 -0.01 -0.01
H 3.6362 -1.7098 -0.3505 0.01 -0.02 0.03
H 3.3599 0.6599 -0.0015 0.04 0.00 0.01
H 2.7380 -0.1349 1.2978 0.00 0.06 0.06
N -0.9387 -0.9022 6.0975 0.05 0.00 0.00
C -1.0679 -0.8404 4.7795 -0.12 -0.08 -0.03
N -2.2322 -1.1696 4.2128 0.03 0.04 0.02
N 0.0024 -0.4573 4.0786 0.07 0.01 0.02
C -0.0399 -0.2540 2.8209 -0.25 0.04 -0.06
N -0.0177 -0.0367 1.6736 0.24 0.03 0.16
H -1.6815 -1.2111 6.7003 0.00 0.00 0.01
H -0.0557 -0.6447 6.5060 0.00 -0.01 0.01
H -3.0266 -1.4611 4.7568 0.00 0.01 0.01
H -2.3420 -1.1222 3.2147 -0.01 -0.01 -0.01
```
Positions in Å, forces in eV/Å.

## Properties
E_LUMO (spin up / spin down): -6.886 / -6.610 eV
multiplicity: 3
orbital gap (spin up / spin down): 7.360 / 7.726 eV
charge: +2

These are the Löwdin partial charges, in e, on atoms 1 to 5:
1. V 0.685
2. N 0.119
3. C -0.767
4. S 0.690
5. N 0.044

---

Computed, not measured: C32H22N5O3W as an isolated structure in a non-equilibrium geometry, with wB97M-V/def2-TZVPD.

The geometry in XYZ format:
```
63
Properties=species:S:1:pos:R:3:forces:R:3
W -0.3124 0.6499 0.3759 -0.61 -0.81 -0.02
C -2.1343 4.3006 -1.1258 0.41 -0.74 0.30
C -1.5152 3.3619 -0.3048 -0.47 0.19 -0.37
N -1.4149 2.0706 -0.6773 0.00 0.17 0.25
C -1.9986 1.6662 -1.8409 0.02 -0.29 0.06
C -2.7045 2.5395 -2.6632 0.21 -0.25 -0.71
C -2.6789 3.8843 -2.3270 -0.71 1.21 0.27
C -3.3047 2.0250 -3.8464 0.07 0.14 0.22
C -3.2549 0.6855 -4.0888 -0.06 -0.51 0.20
C -2.6260 -0.2095 -3.1799 0.57 0.73 -0.17
C -1.8964 0.3018 -2.1364 0.40 -0.34 0.49
N -1.0420 -0.3710 -1.2058 0.02 0.37 0.45
C -0.5920 -1.7077 -1.3740 -0.41 -0.16 -0.05
C -0.5335 -2.4667 -2.5124 0.38 0.01 -0.88
C 0.0389 -3.7678 -2.4661 -0.22 -0.20 -0.70
C 0.3656 -4.3617 -1.2917 0.35 -0.43 -0.08
C 0.2592 -3.6303 -0.1010 0.16 0.54 0.49
C 0.5837 -4.1258 1.1637 -0.18 0.64 0.98
C 0.4979 -3.2806 2.2767 0.06 -0.29 -0.27
C 0.1933 -1.9365 2.1029 -0.36 -0.05 -0.09
N -0.1269 -1.4276 0.8983 0.14 -0.05 -0.01
C -0.1420 -2.2874 -0.1716 -0.21 0.62 -0.31
H -2.1972 5.3122 -0.7797 0.02 0.37 -0.05
H -1.1498 3.6647 0.6671 0.22 -0.17 0.05
H -3.1797 4.6349 -2.9476 0.19 -0.37 0.04
H -3.7897 2.7344 -4.5008 -0.06 -0.14 -0.21
H -3.6666 0.2368 -4.9807 -0.27 0.20 -0.04
H -2.6441 -1.2591 -3.3688 -0.16 -0.41 -0.15
H -0.8236 -2.0800 -3.4992 0.21 -0.15 0.64
H 0.2129 -4.3259 -3.3914 -0.29 0.35 0.26
H 0.7781 -5.3661 -1.2441 -0.17 0.10 -0.13
H 0.8724 -5.1573 1.2906 0.04 -0.16 0.00
H 0.6667 -3.6594 3.2822 0.09 0.12 -0.24
H 0.1519 -1.2347 2.9256 0.05 -0.35 0.06
O 2.4898 1.0546 -2.6111 -0.23 0.40 -0.24
C 3.2691 0.1640 -2.0046 0.70 -0.44 0.03
C 4.1518 -0.6781 -2.6742 0.15 -0.33 -0.13
C 4.8821 -1.6552 -2.0071 -0.16 0.74 0.41
C 4.7938 -1.7893 -0.6073 -0.17 0.61 -0.28
C 3.9661 -0.9254 0.0667 0.21 -0.11 0.17
C 3.2087 0.0599 -0.6172 0.41 -0.84 -0.13
C 2.2519 0.7067 0.1677 -0.27 0.35 0.96
O 1.2223 1.4296 -0.4014 0.15 -0.48 0.26
N 2.2277 0.5017 1.4783 -1.26 0.62 -0.58
N 0.9774 0.8762 1.9500 2.02 -0.06 0.29
C 0.9211 1.0328 3.2640 -1.08 0.23 -0.87
C -0.3167 1.2841 3.8504 -0.41 0.11 0.08
C -0.3643 1.5463 5.2297 0.78 0.23 0.17
C -1.5289 1.8477 5.8526 -0.75 0.17 -0.13
C -2.7182 1.8173 5.0812 -0.42 0.31 0.19
C -2.7382 1.5863 3.7007 0.07 0.41 1.11
C -1.5324 1.3355 3.0853 0.71 -0.45 0.39
O -1.4926 1.0375 1.7879 -0.37 0.16 -0.34
H 2.7382 1.1554 -3.5342 0.06 -0.01 -0.30
H 4.2631 -0.5469 -3.7367 0.06 -0.11 -0.31
H 5.5895 -2.2694 -2.5389 -0.04 -0.12 -0.25
H 5.4281 -2.4936 -0.0996 -0.05 -0.20 0.18
H 3.8209 -0.9200 1.1482 0.45 -0.41 -0.40
H 1.8439 0.9792 3.8272 0.11 -0.03 0.01
H 0.5813 1.5895 5.7548 -0.02 -0.09 0.15
H -1.5328 2.1666 6.8975 -0.18 -0.33 -0.34
H -3.6540 2.0294 5.6115 0.28 -0.08 -0.40
H -3.6418 1.6644 3.1208 -0.20 -0.18 -0.01
```
Positions in Å, forces in eV/Å.

## Properties
relative energy (zero: lowest compared OMol25 entry of this formula, charge and spin): 0.0 kcal per mole
E_LUMO (spin up / spin down): -11.112 / -11.113 eV
orbital gap (spin up / spin down): 5.359 / 5.358 eV
charge: +3

These are the Löwdin partial charges, in e, on atoms 1 to 5:
1. W 2.002
2. C 0.025
3. C -0.036
4. N -0.059
5. C -0.152

---

Computed, not measured: a 5-piece molecular cluster, C34H61F13N4O11PS2 overall in a non-equilibrium geometry, with wB97M-V/def2-TZVPD.

The geometry in XYZ format:
```
126
Properties=species:S:1:pos:R:3:forces:R:3
C -2.4137 -2.7081 6.1567 -0.84 -0.08 1.66
C -2.1027 -1.8482 5.3801 1.45 1.27 -1.78
C -1.5995 -0.8010 4.3654 -1.28 0.24 0.52
C -1.9999 -1.1788 2.8444 0.05 -1.36 1.83
C -0.7939 -1.7864 2.0050 -1.28 -1.30 0.81
C 0.1851 -2.6138 2.9239 -0.16 -0.91 0.11
C 0.8863 -3.8448 2.1501 -0.03 1.33 0.27
O 0.0487 -5.0023 2.2714 0.31 1.07 -0.85
N -0.1410 -0.8254 1.0308 0.95 0.44 -1.06
C 1.1750 -0.2550 1.4583 4.02 0.83 1.02
C 2.4175 -1.1318 0.9811 -0.21 0.19 -0.36
F 1.4625 1.0236 0.9131 -1.58 -1.33 0.12
C -1.1115 0.1509 0.3972 -1.75 -0.62 -0.15
P -2.1594 -0.9563 -0.7883 -0.79 0.72 -1.75
N -2.4419 -0.2666 -2.1790 -0.47 -0.40 1.25
C -2.0490 0.9181 1.4627 1.64 1.83 -1.78
C -1.1254 1.8733 2.3409 0.29 0.38 0.59
C -1.8763 2.9704 3.1974 1.10 0.08 0.51
N -0.8161 3.8829 3.7667 -1.03 -0.65 0.15
C -2.9632 1.8954 0.5815 -0.82 0.12 -0.46
C -2.1650 3.0501 -0.1452 0.00 1.07 0.24
C -2.8840 3.5547 -1.4692 -1.34 -1.67 1.54
F -2.9729 2.5851 -2.4463 0.61 1.71 0.96
F -4.2266 3.7569 -1.0576 1.58 0.11 -0.77
C -2.3928 4.9618 -1.9711 -2.70 1.18 0.13
F -2.6929 5.8720 -0.9629 0.79 -1.53 -1.29
F -3.1326 5.3601 -3.0642 1.19 -0.87 1.76
S -0.5835 5.1384 -2.3837 2.68 2.46 -2.87
F -0.7736 6.7746 -2.3556 0.14 -1.90 0.04
F -0.1069 5.2111 -0.8238 -0.73 -0.83 -1.45
F -0.3122 3.5375 -2.5251 -0.40 1.42 0.84
F -0.9548 5.1680 -3.9913 0.60 -0.29 1.94
F 0.9891 5.3936 -2.8254 -1.92 -0.53 0.85
N -2.7862 -0.1184 2.1877 -0.29 0.36 -0.48
S -4.3099 0.1566 2.7610 -2.67 0.55 5.86
O -4.6647 -0.8038 3.8159 1.60 -0.55 -2.84
O -4.5889 1.4608 3.3654 1.36 -0.37 -2.83
C -5.6976 -0.0835 1.5008 -2.50 -0.29 0.26
F -5.5874 -1.2549 0.8034 0.39 1.94 0.38
F -5.9252 1.0179 0.7349 0.88 -1.86 0.49
F -6.8237 -0.2249 2.2877 2.12 0.29 -1.01
H -2.8258 -3.2139 7.0585 0.68 0.33 -1.51
H -0.5172 -0.5368 4.4834 -0.93 -0.54 0.04
H -2.1734 0.1468 4.6072 0.69 -1.02 -0.22
H -2.6984 -2.0618 2.9851 0.78 1.05 -0.30
H -1.2677 -2.5917 1.3559 0.52 1.18 0.39
H 0.9047 -2.0109 3.5339 -0.62 -0.35 -0.75
H -0.4803 -3.1398 3.6794 0.68 0.75 -0.80
H 1.0428 -3.5554 1.0728 -0.04 -0.47 0.82
H 1.9145 -4.0046 2.5873 -1.30 -0.25 -0.38
H -0.6124 -4.9044 1.5580 0.39 -0.51 0.58
H 0.1190 -1.4342 0.2271 0.05 0.28 0.54
H 1.2624 -0.0971 2.5732 -0.76 -0.28 -1.26
H 2.7794 -1.8324 1.7756 -0.54 0.45 -0.83
H 2.1969 -1.6751 0.0110 0.20 0.32 1.13
H 3.2815 -0.4442 0.7374 -1.15 -0.54 0.47
H -0.6343 0.8486 -0.3403 0.02 -0.71 1.04
H -3.3028 -1.3548 -0.0435 0.59 -0.15 0.06
H -1.4207 -2.1719 -1.0609 0.21 0.52 0.98
H -3.4616 -0.1932 -2.2879 0.50 0.25 -0.35
H -0.3726 2.4486 1.7190 -1.00 -0.91 0.34
H -0.4707 1.3041 3.0736 -0.87 0.48 -0.81
H -2.3325 2.4581 4.0842 -0.15 0.64 -1.09
H -2.5801 3.6286 2.6271 0.12 -1.22 0.46
H -1.1626 4.1078 4.7072 0.56 0.30 -0.56
H -0.7824 4.7451 3.2200 0.04 -0.26 0.37
H -3.5615 1.3541 -0.2049 0.72 0.19 0.80
H -3.7370 2.4264 1.2133 0.98 -0.90 -0.46
H -1.0696 2.8738 -0.2905 -1.09 -0.05 -0.17
H -2.2245 3.9529 0.5398 0.22 -0.96 -0.85
O 4.1801 -4.6663 -0.3930 -0.36 0.53 -0.21
C 4.0742 -4.4887 -1.5826 0.29 -0.80 -0.09
O 3.1828 -3.5880 -2.0445 -0.30 0.65 0.51
C 3.0883 -3.1630 -3.4127 -0.05 -0.20 -0.33
C 2.2438 -4.1204 -4.2275 0.00 -0.20 0.02
C 4.8566 -5.3171 -2.5639 0.17 0.34 -0.09
H 4.0798 -3.0076 -3.8424 -0.01 -0.13 0.06
H 2.6034 -2.1845 -3.3941 0.07 -0.06 0.24
H 2.6837 -5.1179 -4.2594 0.06 0.08 -0.07
H 2.1332 -3.7598 -5.2517 0.00 0.00 0.06
H 1.2517 -4.2261 -3.7826 0.03 0.11 -0.05
H 4.3452 -6.2692 -2.7138 -0.02 0.05 0.02
H 5.8443 -5.5016 -2.1496 -0.20 -0.23 0.00
H 5.0140 -4.8320 -3.5247 -0.12 -0.11 -0.05
O 5.3310 3.2914 0.3167 0.19 0.28 -0.20
C 5.2419 4.1086 -0.5658 -0.32 -0.05 0.20
O 6.1704 5.0704 -0.6892 0.41 -0.26 0.19
C 6.2552 5.9760 -1.7982 -0.17 0.28 -0.12
C 5.3335 7.1633 -1.6088 -0.18 0.00 0.10
C 4.0476 4.1200 -1.4854 0.09 -0.24 -0.60
H 6.0809 5.4549 -2.7422 -0.09 -0.03 0.08
H 7.2886 6.3253 -1.8258 -0.03 -0.21 0.18
H 4.2869 6.8574 -1.5589 0.03 0.00 -0.11
H 5.4460 7.8727 -2.4307 0.02 -0.04 0.04
H 5.5591 7.6733 -0.6702 0.09 -0.02 -0.09
H 3.2198 4.6367 -0.9984 0.06 0.00 -0.01
H 3.7618 3.0872 -1.6866 -0.07 0.06 0.24
H 4.2418 4.5770 -2.4535 -0.09 0.18 0.09
O 7.8059 -5.1249 -2.8742 0.40 0.53 -0.08
C 8.1614 -4.1020 -2.3402 0.15 -0.29 0.31
O 8.9507 -3.2399 -3.0021 -0.18 -0.07 -0.54
C 9.2858 -1.9265 -2.5344 0.21 0.12 0.24
C 10.4626 -1.9670 -1.5816 0.05 -0.14 0.14
C 7.8066 -3.8143 -0.9025 -0.46 0.38 0.00
H 8.4128 -1.4307 -2.1036 0.01 -0.11 0.06
H 9.5611 -1.3509 -3.4198 -0.10 -0.25 -0.07
H 10.2366 -2.5485 -0.6863 -0.04 0.10 0.01
H 10.7441 -0.9579 -1.2748 -0.02 -0.04 -0.04
H 11.3216 -2.4423 -2.0589 -0.06 0.10 -0.05
H 8.5071 -4.3382 -0.2516 -0.04 0.01 -0.04
H 6.7976 -4.1822 -0.7141 0.17 -0.20 0.07
H 7.7987 -2.7552 -0.6529 0.21 -0.03 0.05
O -11.3770 -3.7369 -1.2041 0.28 0.44 -0.10
C -11.0484 -2.7237 -0.6470 -0.16 -0.44 0.34
O -10.2563 -1.8329 -1.2790 0.03 0.06 -0.55
C -9.9520 -0.5268 -0.7800 0.11 0.01 0.17
C -8.7933 -0.5706 0.1950 -0.06 -0.09 0.09
C -11.4363 -2.4698 0.7879 -0.43 0.42 0.07
H -10.8399 -0.0525 -0.3567 0.04 -0.09 0.07
H -9.6681 0.0712 -1.6481 -0.11 -0.22 -0.07
H -9.0280 -1.1738 1.0732 -0.05 0.10 0.00
H -8.5324 0.4353 0.5280 -0.09 -0.03 -0.05
H -7.9187 -1.0245 -0.2760 -0.09 0.06 -0.10
H -10.7414 -2.9960 1.4433 -0.04 0.02 -0.03
H -12.4427 -2.8570 0.9451 0.18 -0.20 -0.03
H -11.4663 -1.4161 1.0585 0.19 -0.03 0.06
```
Positions in Å, forces in eV/Å.

## Properties
E_LUMO: -2.974 eV
orbital gap: 8.549 eV
charge: +1

These are the Löwdin partial charges, in e, on atoms 1 to 5:
1. C 0.113
2. C -0.127
3. C -0.123
4. C -0.217
5. C -0.177

---

Computed, not measured: C33H44N4P2Sr as an isolated structure in a non-equilibrium geometry, with wB97M-V/def2-TZVPD.

The geometry in XYZ format:
```
84
Properties=species:S:1:pos:R:3:forces:R:3
Sr -0.2895 -2.4615 3.8210 0.64 0.51 0.93
C -1.2015 2.4478 3.3030 -0.33 0.34 -0.22
C -1.5864 1.5715 2.3751 -0.24 0.08 0.46
C -0.9877 1.3024 1.0258 -0.11 -0.73 -0.39
C 0.1919 0.3088 0.9945 -0.12 0.10 -0.52
C 1.4606 0.6780 1.7085 0.38 -0.33 0.53
C 1.7996 1.8502 2.2555 0.18 -0.78 -0.04
C 1.0598 3.1437 2.1785 -0.28 0.64 0.57
C 0.0031 3.3445 3.2986 0.26 0.30 -0.24
C 2.1133 -2.4466 4.7272 -0.02 -0.20 -0.30
H -1.9142 2.6850 4.1025 0.43 -0.55 0.04
H -2.4993 0.9883 2.5680 0.27 0.43 0.03
H -0.7335 2.2102 0.4556 -0.22 -0.40 0.33
H -1.8060 0.7934 0.4845 0.37 0.37 -0.06
H -0.1869 -0.6726 1.3691 0.26 0.38 -0.08
H 0.4433 0.1157 -0.0656 -0.12 -0.08 0.22
H 2.1632 -0.1734 1.8075 -0.36 0.59 0.14
H 2.7164 1.8868 2.8590 -0.24 -0.12 -0.41
H 0.5978 3.3208 1.2043 0.26 -0.02 0.18
H 1.8031 3.9399 2.3393 -0.24 -0.13 -0.24
H 0.5133 3.2801 4.2779 -0.28 -0.02 -0.31
H -0.3613 4.3841 3.2048 0.12 -0.26 0.20
H 2.0551 -2.0005 5.7377 -0.17 -0.17 -0.46
H 2.6021 -1.7013 4.0681 0.14 -0.23 0.22
H 2.7542 -3.3419 4.7920 -0.04 0.31 -0.15
P 1.3980 -1.1731 -3.7286 2.23 0.09 -2.28
P -1.9560 -0.8069 -3.4736 -1.54 1.81 -1.60
N 2.8386 -0.1448 -3.8546 -0.04 0.69 0.77
N 2.0564 -2.4353 -4.8100 -0.47 -0.89 0.34
N -2.0661 0.9509 -3.4456 0.99 0.53 0.75
N -3.6429 -1.0445 -4.0105 -0.23 -0.95 0.11
C 0.3902 -0.2934 -5.0062 -0.35 0.12 0.37
C -1.0450 -0.8471 -5.1019 -0.06 -0.50 0.01
C 3.4609 0.3700 -2.7055 0.41 0.35 -1.02
C 4.4956 1.2088 -3.0981 -0.72 -0.61 -0.10
C 4.5181 1.2234 -4.5330 -1.06 -0.77 0.20
C 3.4818 0.4036 -4.9695 0.45 0.42 0.71
C 2.2460 -3.7449 -4.3449 0.30 0.17 -1.17
C 2.7637 -4.5186 -5.3773 -0.33 0.85 0.52
C 2.9077 -3.6648 -6.5201 -0.51 0.85 0.84
C 2.4603 -2.3997 -6.1486 0.05 -0.94 0.25
C -1.6942 1.6224 -2.2763 -0.55 0.56 -0.76
C -1.8231 2.9871 -2.4809 0.11 -0.86 -0.09
C -2.2149 3.1763 -3.8458 0.06 -1.12 0.02
C -2.3234 1.9166 -4.4246 0.12 0.42 0.65
C -4.4744 -0.3464 -4.9000 -0.44 -1.10 -0.13
C -5.5569 -1.1565 -5.2432 1.32 0.17 0.81
C -5.4087 -2.3894 -4.5194 0.76 0.47 0.24
C -4.2495 -2.2924 -3.7658 -0.40 0.66 -0.84
H 0.8724 -0.3299 -5.9935 -0.15 0.02 0.40
H 0.3889 0.7560 -4.6753 -0.14 -0.14 -0.13
H -1.6086 -0.2871 -5.8629 0.08 -0.31 0.25
H -1.0253 -1.9095 -5.3913 0.03 0.23 -0.16
H 3.0881 0.0876 -1.7296 0.16 0.07 -0.10
H 5.1593 1.7562 -2.4423 -0.11 -0.14 -0.05
H 5.2066 1.7624 -5.1722 -0.16 -0.09 0.12
H 3.1554 0.1893 -5.9793 0.16 0.06 0.35
H 1.9966 -3.9858 -3.3218 0.05 -0.05 -0.11
H 3.0101 -5.5700 -5.3223 -0.02 0.16 0.03
H 3.2969 -3.9369 -7.4930 -0.10 0.07 0.17
H 2.3959 -1.4941 -6.7359 0.04 -0.32 0.10
H -1.3549 1.0372 -1.4331 -0.21 0.23 -0.12
H -1.6624 3.7528 -1.7330 0.06 -0.10 -0.17
H -2.3969 4.1213 -4.3421 0.05 -0.20 0.05
H -2.5496 1.6401 -5.4488 0.06 0.14 0.35
H -4.2698 0.6693 -5.1935 0.00 -0.21 0.05
H -6.3490 -0.9026 -5.9340 0.08 0.06 0.19
H -6.0779 -3.2382 -4.5623 0.11 0.12 0.11
H -3.7899 -2.9787 -3.0691 -0.06 -0.01 -0.12
C -1.5759 0.5332 8.8541 -0.23 0.21 0.17
C -0.3732 -0.3296 8.4580 0.22 0.32 0.26
C 0.8791 0.5550 8.3788 0.36 0.24 0.10
C -0.1396 -1.4267 9.5214 0.01 0.01 -0.09
C -0.5769 -0.8347 7.1032 -0.34 -0.81 -1.15
C -0.6876 -1.2129 5.9361 -0.43 0.19 0.67
H -1.5240 0.8174 9.9124 0.04 0.02 -0.13
H -2.5172 0.0063 8.6867 0.07 -0.08 0.07
H -1.6059 1.4465 8.2489 0.01 -0.15 0.08
H 1.2444 0.8218 9.3772 -0.09 0.06 -0.07
H 1.6796 0.0368 7.8442 -0.05 -0.01 0.14
H 0.6612 1.4730 7.8217 0.03 -0.14 0.09
H -1.0157 -2.0746 9.6430 0.10 0.16 -0.07
H 0.7123 -2.0611 9.2500 -0.14 0.14 0.01
H 0.0806 -0.9445 10.4912 -0.11 -0.20 -0.36
```
Positions in Å, forces in eV/Å.

## Properties
relative energy (zero: lowest compared OMol25 entry of this formula, charge and spin): 1.1 kcal per mole
E_LUMO: -0.969 eV
orbital gap: 5.982 eV

These are the Löwdin partial charges, in e, on atoms 1 to 5:
1. Sr 1.243
2. C -0.098
3. C -0.109
4. C -0.223
5. C -0.199